Density functional theory data (ωB97M-V with the def2-TZVPD basis set) for a structure of composition C41H35BiCl2IN4O3P in a non-equilibrium geometry.

Its total energy is -3801.638912 Ha. Its spin multiplicity is 1. The value obtained for the largest force on an atom is 1.34 eV/A. As for the net charge: +2. As for the energy above the lowest of the compared OMol25 structures with the same formula, charge and spin: 53.29 kJ/mol. As for the orbital gap: 0.1716 hartree.

Positions of all 88 atoms, in Å:
H1 3.15710 1.61154 -2.17786
H2 -3.60723 2.95392 -0.24028
C1 -4.22744 7.11523 0.30117
C2 -6.76739 6.49229 -0.66307
H3 -0.08239 -4.81869 1.50014
C3 5.42862 -6.68041 2.20641
O1 1.19267 0.07339 -1.70496
H4 -3.29848 0.71831 -1.27354
C4 -2.73564 2.36067 -0.00054
C5 4.85948 -4.92073 3.70964
H5 1.71739 -5.21736 -1.22950
Cl1 0.84120 -0.30728 4.86173
C6 -1.64165 -3.39196 -1.73294
C7 3.68362 -5.03470 1.55718
H6 1.92109 -3.33280 -2.62438
N1 -0.42659 0.88524 0.43009
C8 2.48820 -5.47489 -0.51662
C9 -6.63409 10.03481 -1.48928
H7 -0.19782 -0.27137 -3.78405
H8 -2.07333 -3.01084 -2.65149
H9 -4.62263 9.12020 -0.30522
C10 -1.38773 0.41847 -0.38034
H10 2.99660 -7.26551 -1.60082
H11 4.81288 -7.87167 -0.03411
C11 1.46531 0.62832 -2.78596
C12 -0.46458 -1.40864 4.43371
H12 -6.35463 4.49151 -0.02662
H13 -0.21056 -2.39827 4.78520
O2 1.43517 1.63102 2.17266
C13 2.87882 -2.40431 -0.92752
H14 5.71752 -0.52624 -1.12947
N2 -2.89754 5.00349 1.42936
H15 0.81528 3.71497 3.66451
H16 1.21765 0.01416 -4.82003
C14 -6.27332 7.79894 -0.75792
N3 -4.01319 4.74408 0.94427
Bi1 1.58157 0.04572 0.81544
C15 3.64907 -2.22439 -3.20834
C16 -0.38646 -2.95188 -1.31780
C17 -2.32916 -4.34135 -0.99343
C18 -1.96406 4.03216 1.71089
C19 4.44854 -6.21873 1.29298
H17 4.16443 -1.47582 0.53613
C20 3.97354 -1.63111 -0.52680
Cl2 -0.71946 -1.51296 2.66369
H18 -7.41799 10.54305 -2.03608
C21 2.73324 -2.70399 -2.28276
H19 0.14499 -2.20628 -1.89913
C22 0.61150 0.41625 -4.00648
H20 -3.29755 -4.69415 -1.32759
C23 -1.81312 2.82528 0.93872
C24 4.87703 -1.12526 -1.46015
C25 2.71953 -4.65798 0.56458
H21 -1.19761 5.15020 3.34204
C26 -0.52093 -4.41430 0.59276
C27 0.31895 2.39128 2.08286
C28 -0.65406 2.03232 1.15773
H22 6.33756 -6.44204 4.11825
N4 2.51435 1.44006 -2.93284
C29 -4.71815 5.80652 0.39654
H23 -5.70279 10.08465 -2.05549
H24 5.41582 -1.03882 -3.53240
H25 -6.50209 10.50903 -0.51604
C30 -4.99785 8.10720 -0.25666
C31 5.62015 -6.06497 3.40075
H26 -1.19458 -0.52758 -0.86775
H27 4.99446 -4.44120 4.67093
O3 -7.07439 8.68268 -1.34358
C32 -5.99830 5.51226 -0.09510
H28 -2.31266 -5.57378 0.76925
H29 6.00957 -7.55497 1.93371
P1 1.84206 -3.01966 0.47064
C33 4.70859 -1.41639 -2.80461
C34 4.20824 -6.98707 0.13258
C35 3.95799 -4.40947 2.81894
H30 -3.24346 7.33540 0.69321
C36 0.09067 3.48990 2.88990
H31 2.70903 1.86688 -3.82194
I1 3.02897 -2.66078 3.54853
C37 -1.77482 -4.83967 0.18196
H32 -1.37999 -1.04281 4.87447
C38 0.19986 -3.49054 -0.17248
C39 -2.54933 1.12548 -0.60895
C40 3.21830 -6.65173 -0.73789
H33 3.54952 -2.50262 -4.25222
H34 -7.75690 6.28719 -1.04999
C41 -1.02674 4.29300 2.70363
H35 0.19256 1.37089 -4.33421